A cluster of 11 separate species, C78H178N10O16 in total in a non-equilibrium geometry, computed with the ωB97M-V functional and the def2-TZVPD basis.

Values from the calculation:
* lowest unoccupied orbital energy: 0.2 eV
* highest occupied orbital energy: -8.0 eV
* largest force on an atom: 3.92 eV/Å
* orbital gap: 8.2 eV
* SMILES string: CC1(C)CCCC(C)(C)N1O.CC1(C)CCCC(C)(C)N1O.CC1(C)CCCC(C)(C)N1O.CC1(C)CCCC(C)(C)N1O.CC1(C)CCCC(C)(C)N1O.COCCNCCOC.COCCNCCOC.COCCNCCOC.COCCNCCOC.COCCNCCOC.CC(C)O
* calculated total energy: -131413.8641 eV
* charge: 0

Each line ends with the Löwdin charge.
Cartesian coordinates (Å):
C: -5.35 5.10 0.26  -0.03
C: -6.04 5.05 1.66  -0.47
C: -6.97 6.20 1.85  -0.06
C: -6.84 3.68 1.73  -0.13
C: -6.08 2.40 2.06  -0.18
C: -5.40 2.64 3.43  -0.12
C: -4.36 3.80 3.34  -0.47
C: -3.84 4.10 4.78  -0.04
C: -3.15 3.30 2.53  -0.04
N: -5.02 5.02 2.78  -0.12
O: -4.24 6.17 2.83  -0.01
H: -4.87 4.15 0.00  0.06
H: -6.06 5.32 -0.53  0.08
H: -4.58 5.87 0.25  0.08
H: -7.25 6.24 2.90  0.09
H: -6.53 7.18 1.65  0.08
H: -7.90 6.19 1.28  0.09
H: -7.66 3.88 2.42  0.11
H: -7.23 3.34 0.77  0.11
H: -6.79 1.57 2.11  0.10
H: -5.46 2.10 1.22  0.10
H: -4.86 1.73 3.71  0.11
H: -6.08 2.92 4.24  0.12
H: -2.80 4.43 4.76  0.07
H: -3.74 3.22 5.41  0.08
H: -4.46 4.90 5.19  0.08
H: -3.42 3.14 1.48  0.06
H: -2.63 2.38 2.81  0.08
H: -2.27 3.93 2.52  0.08
H: -4.75 6.82 3.33  0.10
C: 5.10 0.33 -0.68  -0.03
C: 5.60 -1.19 -0.49  -0.47
C: 4.38 -1.96 0.03  -0.05
C: 5.80 -1.74 -1.90  -0.15
C: 6.60 -3.12 -1.96  -0.14
C: 7.86 -2.85 -1.16  -0.15
C: 7.72 -2.48 0.36  -0.48
C: 7.12 -3.68 1.15  -0.02
C: 9.09 -2.17 0.95  -0.04
N: 6.85 -1.25 0.36  -0.07
O: 6.66 -0.65 1.66  -0.02
H: 4.43 0.55 -1.51  0.08
H: 4.71 0.79 0.23  0.07
H: 6.06 0.84 -0.74  0.08
H: 4.44 -3.01 -0.24  0.06
H: 4.43 -2.08 1.12  0.07
H: 3.40 -1.60 -0.26  0.09
H: 4.86 -1.76 -2.45  0.11
H: 6.18 -0.93 -2.52  0.11
H: 6.01 -3.97 -1.62  0.10
H: 6.97 -3.29 -2.97  0.11
H: 8.50 -2.10 -1.62  0.12
H: 8.39 -3.79 -1.29  0.11
H: 7.83 -4.51 1.13  0.09
H: 6.10 -3.91 0.83  0.06
H: 6.95 -3.43 2.20  0.07
H: 9.59 -1.41 0.35  0.08
H: 9.77 -3.03 0.95  0.08
H: 9.06 -1.85 1.99  0.08
H: 6.17 -1.30 2.17  0.07
C: -1.14 -8.86 -5.40  -0.02
C: -1.23 -7.32 -4.99  -0.44
C: -2.48 -6.60 -5.69  -0.02
C: -1.42 -7.34 -3.45  -0.13
C: -1.21 -5.88 -2.86  -0.17
C: 0.21 -5.42 -3.30  -0.14
C: 0.50 -5.33 -4.85  -0.41
C: -0.21 -4.01 -5.39  -0.03
C: 2.10 -5.31 -5.00  -0.01
N: 0.04 -6.65 -5.39  -0.15
O: 0.27 -6.77 -6.73  -0.02
H: -0.27 -9.25 -4.87  0.08
H: -2.03 -9.41 -5.09  0.08
H: -0.93 -8.95 -6.47  0.07
H: -2.63 -5.55 -5.41  0.06
H: -2.45 -6.64 -6.78  0.07
H: -3.39 -7.09 -5.35  0.08
H: -2.46 -7.55 -3.19  0.11
H: -0.68 -7.93 -2.91  0.11
H: -2.03 -5.24 -3.18  0.09
H: -1.26 -5.93 -1.78  0.10
H: 0.92 -6.14 -2.89  0.10
H: 0.38 -4.48 -2.78  0.11
H: -0.07 -4.04 -6.47  0.07
H: 0.29 -3.09 -5.09  0.07
H: -1.25 -3.84 -5.13  0.06
H: 2.40 -5.88 -5.88  0.07
H: 2.59 -5.68 -4.10  0.07
H: 2.49 -4.31 -5.21  0.07
H: -0.50 -6.39 -7.17  0.08
C: 2.68 -0.32 7.11  -0.02
C: 3.95 0.21 6.32  -0.49
C: 3.47 0.58 4.95  -0.06
C: 4.47 1.51 7.03  -0.12
C: 5.28 1.26 8.32  -0.16
C: 6.46 0.30 8.06  -0.14
C: 6.07 -1.02 7.33  -0.44
C: 7.44 -1.59 6.68  -0.03
C: 5.57 -2.09 8.35  -0.04
N: 5.10 -0.74 6.21  -0.10
O: 4.69 -1.94 5.62  -0.02
H: 1.83 0.37 7.13  0.08
H: 2.30 -1.22 6.63  0.07
H: 2.99 -0.57 8.12  0.06
H: 2.65 1.29 5.04  0.09
H: 4.26 0.94 4.28  0.09
H: 3.02 -0.18 4.31  0.08
H: 5.02 2.10 6.29  0.12
H: 3.57 2.05 7.30  0.11
H: 5.67 2.23 8.62  0.11
H: 4.65 0.88 9.12  0.10
H: 6.92 -0.05 8.98  0.11
H: 7.28 0.83 7.56  0.11
H: 8.32 -1.67 7.31  0.07
H: 7.78 -0.96 5.85  0.08
H: 7.33 -2.62 6.36  0.07
H: 6.30 -2.22 9.15  0.08
H: 5.54 -3.13 8.01  0.08
H: 4.66 -1.75 8.84  0.07
H: 4.17 -2.39 6.30  0.07
C: 3.95 -9.06 6.71  -0.05
C: 3.70 -8.59 5.33  -0.52
C: 4.88 -7.70 4.79  -0.02
C: 3.62 -9.83 4.40  -0.14
C: 3.02 -9.60 2.98  -0.14
C: 1.64 -8.82 3.14  -0.12
C: 1.62 -7.57 4.06  -0.49
C: 2.17 -6.35 3.29  -0.02
C: 0.12 -7.37 4.40  -0.04
N: 2.42 -7.90 5.28  -0.10
O: 2.52 -6.80 6.15  -0.03
H: 3.92 -8.21 7.39  0.08
H: 3.17 -9.64 7.20  0.09
H: 4.88 -9.64 6.81  0.10
H: 5.83 -8.22 4.92  0.08
H: 4.78 -7.44 3.74  0.06
H: 4.92 -6.75 5.32  0.08
H: 4.65 -10.17 4.29  0.11
H: 3.26 -10.70 4.95  0.11
H: 3.66 -9.05 2.29  0.09
H: 3.06 -10.59 2.52  0.10
H: 0.88 -9.56 3.40  0.10
H: 1.36 -8.48 2.14  0.11
H: 1.52 -5.95 2.52  0.09
H: 3.22 -6.53 3.07  0.06
H: 2.16 -5.61 4.09  0.07
H: -0.53 -7.10 3.56  0.08
H: 0.01 -6.62 5.18  0.07
H: -0.30 -8.28 4.82  0.08
H: 1.90 -7.09 6.82  0.10
C: -4.88 8.09 -7.15  -0.10
O: -4.20 9.03 -8.02  -0.18
C: -3.35 9.96 -7.38  -0.24
C: -3.21 11.21 -8.26  -0.18
N: -4.57 11.90 -8.32  -0.06
C: -4.43 13.20 -9.00  -0.21
C: -5.79 13.89 -9.29  -0.27
O: -6.47 13.19 -10.24  -0.17
C: -7.71 13.76 -10.49  -0.12
H: -4.38 7.76 -6.24  0.08
H: -5.10 7.19 -7.72  0.08
H: -5.88 8.40 -6.85  0.08
H: -2.36 9.54 -7.23  0.12
H: -3.77 10.34 -6.44  0.12
H: -2.99 10.84 -9.26  0.11
H: -2.44 11.93 -8.01  0.11
H: -5.10 11.28 -8.92  0.10
H: -3.94 12.95 -9.94  0.11
H: -3.72 13.84 -8.48  0.11
H: -5.68 14.96 -9.44  0.12
H: -6.36 13.82 -8.36  0.12
H: -8.34 12.95 -10.85  0.09
H: -7.62 14.54 -11.25  0.09
H: -8.21 14.18 -9.61  0.09
C: 3.87 9.29 -8.77  -0.12
O: 3.33 10.03 -7.69  -0.21
C: 4.38 10.51 -6.81  -0.19
C: 3.76 11.02 -5.48  -0.21
N: 3.33 9.92 -4.64  -0.08
C: 2.84 10.48 -3.42  -0.24
C: 1.96 9.45 -2.65  -0.21
O: 0.90 9.07 -3.51  -0.21
C: -0.27 8.46 -2.91  -0.07
H: 4.62 9.90 -9.27  0.08
H: 3.11 9.04 -9.51  0.08
H: 4.31 8.35 -8.44  0.08
H: 4.92 11.30 -7.33  0.12
H: 5.00 9.65 -6.54  0.12
H: 2.86 11.57 -5.78  0.12
H: 4.47 11.62 -4.91  0.12
H: 2.66 9.40 -5.18  0.11
H: 2.26 11.38 -3.65  0.11
H: 3.67 10.77 -2.78  0.12
H: 1.78 9.99 -1.72  0.12
H: 2.55 8.54 -2.51  0.12
H: -0.99 8.26 -3.70  0.08
H: -0.67 9.09 -2.12  0.08
H: 0.01 7.47 -2.54  0.08
C: -7.73 -2.58 2.02  -0.11
O: -8.10 -2.31 0.66  -0.18
C: -7.06 -2.71 -0.23  -0.25
C: -7.34 -1.99 -1.48  -0.23
N: -6.19 -1.99 -2.41  -0.07
C: -6.54 -1.16 -3.56  -0.19
C: -5.33 -0.93 -4.48  -0.25
O: -5.65 -0.23 -5.61  -0.19
C: -4.69 -0.09 -6.57  -0.13
H: -7.10 -1.81 2.46  0.08
H: -7.36 -3.60 2.18  0.09
H: -8.62 -2.43 2.62  0.08
H: -7.07 -3.79 -0.40  0.12
H: -6.09 -2.45 0.19  0.13
H: -7.53 -0.96 -1.18  0.12
H: -8.23 -2.31 -2.01  0.12
H: -5.96 -2.95 -2.63  0.11
H: -6.73 -0.18 -3.11  0.12
H: -7.43 -1.52 -4.08  0.12
H: -4.86 -1.84 -4.87  0.12
H: -4.57 -0.39 -3.92  0.12
H: -4.73 -1.03 -7.12  0.09
H: -3.69 0.13 -6.17  0.09
H: -4.97 0.66 -7.31  0.09
C: -1.84 -1.52 3.02  -0.13
O: -2.24 -1.33 1.69  -0.21
C: -1.22 -1.10 0.73  -0.18
C: -1.89 -1.01 -0.72  -0.18
N: -0.90 -0.59 -1.71  -0.06
C: -0.78 0.87 -1.70  -0.22
C: 0.00 1.30 -2.93  -0.21
O: -0.83 1.71 -4.04  -0.20
C: -1.22 3.04 -3.96  -0.13
H: -1.55 -0.62 3.55  0.08
H: -1.06 -2.28 3.09  0.08
H: -2.59 -1.97 3.67  0.08
H: -0.64 -2.02 0.76  0.12
H: -0.75 -0.14 0.94  0.11
H: -2.71 -0.29 -0.67  0.10
H: -2.27 -2.01 -0.93  0.11
H: -1.19 -0.78 -2.66  0.10
H: -0.25 1.13 -0.78  0.11
H: -1.71 1.43 -1.77  0.11
H: 0.74 0.59 -3.29  0.13
H: 0.62 2.11 -2.55  0.11
H: -2.00 3.28 -3.24  0.09
H: -1.72 3.19 -4.92  0.09
H: -0.29 3.60 -3.97  0.09
C: 0.71 -10.06 12.39  -0.10
O: 1.11 -9.61 11.09  -0.21
C: 0.18 -8.71 10.45  -0.21
C: 0.24 -7.31 11.08  -0.18
N: -0.36 -6.35 10.07  -0.05
C: -0.38 -5.05 10.70  -0.24
C: -0.89 -3.98 9.74  -0.23
O: -2.26 -4.04 9.41  -0.21
C: -3.20 -3.64 10.44  -0.09
H: 0.39 -9.23 13.01  0.08
H: 1.52 -10.58 12.91  0.09
H: -0.08 -10.80 12.24  0.08
H: -0.79 -9.20 10.43  0.11
H: 0.36 -8.72 9.37  0.11
H: 1.28 -7.10 11.33  0.12
H: -0.26 -7.23 12.05  0.10
H: -1.31 -6.62 9.87  0.11
H: 0.63 -4.66 10.81  0.12
H: -0.87 -5.03 11.68  0.11
H: -0.35 -4.00 8.80  0.13
H: -0.83 -2.97 10.14  0.11
H: -3.31 -4.38 11.22  0.08
H: -4.22 -3.57 10.06  0.08
H: -2.97 -2.64 10.81  0.08
C: 0.31 5.30 -10.01  -0.06
C: -0.45 3.92 -9.85  -0.53
C: -0.77 3.34 -11.23  -0.05
O: 0.35 3.00 -9.25  -0.03
H: -0.15 6.05 -10.66  0.06
H: 1.29 5.12 -10.46  0.08
H: 0.38 5.92 -9.12  0.06
H: -1.33 4.19 -9.27  0.13
H: -0.89 4.14 -11.96  0.07
H: -1.76 2.90 -11.14  0.07
H: -0.04 2.59 -11.54  0.09
H: 0.45 3.30 -8.35  0.10


A structure of composition C2H2FLaO in a non-equilibrium geometry, computed with the ωB97M-V functional and the def2-TZVPD basis.

Values from the calculation:
* lowest unoccupied orbital energy (alpha / beta): -15.9 / -15.9 eV
* highest occupied orbital energy (alpha / beta): -22.1 / -25.9 eV
* <S²>: 0.76
* largest force on an atom: 4.70 eV/Å
* orbital gap (alpha / beta): 6.2 / 10.0 eV
* spin multiplicity: 2
* calculated total energy: -7694.1801 eV
* charge: +3

Each line ends with the Löwdin charge.
Cartesian coordinates (Å):
H: -1.28 -1.83 0.87  0.14
C: -1.38 -1.21 -0.02  0.15
C: -2.59 -0.46 -0.06  0.05
O: -3.12 0.56 -0.03  0.39
La: 2.64 0.44 0.04  2.69
F: 0.40 -0.24 0.02  -0.55
H: -1.20 -1.79 -0.93  0.13